DFT (the ωB97M-V functional and the def2-TZVPD basis) results for a cluster of 2 separate species, C5H14NO in total.

Structure (XYZ):
```
21
Properties=species:S:1:pos:R:3:forces:R:3:lowdin_charge:R:1
C -0.212759 -1.725364 0.067047 0.6 -0.2 -0.4 -0.206
O -0.761458 -0.892468 -0.985021 -0.2 0.5 0.0 -0.080
C 1.068094 -1.181867 0.671373 0.2 -0.3 0.3 -0.251
C 1.673745 -2.256269 1.586961 -0.1 -0.1 -0.6 -0.090
H -0.967117 -1.816070 0.843809 -0.2 0.0 -0.2 0.133
H -0.030966 -2.705142 -0.373632 -0.1 -0.1 0.1 0.133
H -0.328679 -1.030650 -1.838522 0.1 -0.4 0.2 0.129
H 1.787025 -0.896892 -0.099596 0.0 0.0 -0.1 0.114
H 0.858835 -0.305489 1.288838 -0.1 0.2 -0.1 0.100
H 2.024790 -3.112870 1.011818 0.0 0.0 -0.2 0.082
H 2.538446 -1.887510 2.124831 -0.1 0.1 0.3 0.079
H 0.902362 -2.636363 2.253191 0.1 0.1 0.4 0.082
C 0.488848 2.423671 -0.108100 0.2 -0.2 -0.4 -0.011
C -1.822286 2.175611 -0.727624 0.3 -0.2 0.0 0.155
N -0.681989 1.654106 -0.539067 -0.2 -0.3 0.1 -0.014
H 1.383215 1.938832 -0.489081 0.0 0.0 -0.1 0.098
H 0.572517 2.430297 0.975328 -0.2 0.1 0.1 0.106
H 0.405376 3.423977 -0.523036 0.1 0.1 0.2 0.101
H -1.958215 3.247213 -0.629316 -0.1 0.0 0.1 0.123
H -2.631051 1.502963 -0.988138 -0.1 0.2 -0.1 0.123
H -0.622504 0.564427 -0.714014 0.0 0.7 0.4 0.095
```
Positions in Å, forces in eV/Å.

**E_LUMO**: -4.3 eV
**Relative energy (zero: lowest compared OMol25 entry of this formula, charge and spin)**: 147.6 kJ/mol
**Orbital gap**: 10.7 eV
**Calculated total energy**: -8942.4785 eV
**Charge**: +1

---

DFT (the ωB97M-V functional and the def2-TZVPD basis) results for a structure of composition C28H35AlBBr3Cl3F24MgN6O12PS2 at a distorted geometry.

Structure (XYZ):
```
117
Properties=species:S:1:pos:R:3:forces:R:3:lowdin_charge:R:1
C 1.221933 3.240819 4.775181 0.9 -1.4 -1.3 -0.015
C 1.749327 2.106190 5.895228 -3.1 5.1 4.2 -0.333
O 1.339266 2.395369 7.126509 3.2 -2.8 -6.9 -0.008
N 2.417623 0.909761 5.332745 -1.1 -0.1 0.4 -0.089
C 1.331288 -0.095230 5.490620 -2.3 -3.0 -0.4 -0.085
C 3.809183 0.578973 5.644487 1.4 0.2 2.2 -0.424
N 4.410732 -0.709883 5.364172 -0.4 -1.8 -1.6 -0.072
C 3.891792 -1.997626 5.061820 0.7 -3.3 0.2 -0.162
C 4.099790 -2.519980 3.482806 -1.1 -0.9 0.7 -0.161
C 2.753357 -2.486518 2.557888 -0.3 -1.8 -0.8 -0.157
F 1.497999 -2.906920 3.265506 4.2 1.8 -2.0 -0.005
F 2.976203 -3.597607 1.550822 0.5 3.9 2.9 -0.218
C 2.567688 -1.131099 1.634978 1.5 1.8 -0.1 -0.073
F 2.326170 0.111344 2.423202 0.5 -4.4 -2.5 0.027
F 3.918492 -0.907629 0.991128 -3.7 -0.7 2.2 -0.002
C 1.522561 -1.318478 0.359402 1.0 -2.6 -2.2 -0.101
F 0.504319 -2.385200 0.561801 3.1 5.0 -0.4 -0.076
F 2.394132 -1.872923 -0.750832 -2.7 1.7 3.6 0.019
C 0.947849 0.082934 -0.257465 2.7 0.4 -4.9 -0.197
F 1.962297 1.203724 -0.265352 -3.2 -4.4 0.3 0.027
F 0.726596 -0.195021 -1.728907 0.6 0.7 5.2 0.024
S -0.672628 0.704377 0.393025 -4.3 4.9 0.1 1.083
F -0.838180 1.676645 -1.050893 0.4 -2.5 3.2 -0.169
F -1.607511 -0.548813 -0.301971 2.6 2.5 1.8 -0.153
F -0.542782 -0.039137 1.918832 0.0 0.7 -3.1 -0.190
F 0.185386 2.069128 1.069237 -2.0 -2.8 -0.8 -0.214
F -2.135281 1.421181 0.932115 3.2 -1.7 -1.0 -0.163
P 4.009039 0.681102 7.593898 0.3 2.4 2.6 0.983
C 5.514450 -0.382845 8.172041 -0.9 -1.2 0.9 -0.312
O 2.655413 -0.016356 8.419403 2.1 -1.4 -0.7 -0.337
C 4.922220 1.626528 4.889402 -0.8 1.1 0.2 -0.311
C 6.304795 1.808393 5.680695 1.1 0.1 1.6 -0.086
C 7.498714 2.743081 5.087682 2.6 1.6 -0.4 -0.546
N 7.922655 3.825042 6.109602 -0.2 -1.0 -0.8 0.040
N 8.777171 1.888607 4.939670 0.5 0.2 0.1 -0.014
N 7.252580 3.489582 3.814898 0.0 -0.5 0.4 0.066
N 4.992721 0.933842 3.511906 8.7 -1.5 -2.0 0.150
C 6.209615 0.536823 3.114978 -4.9 -0.3 2.3 -0.470
S 7.614773 -0.446645 2.844100 -3.5 2.4 0.5 0.524
O 4.370209 2.910132 4.516602 0.1 -0.7 2.3 -0.081
C 4.465191 4.024454 5.404700 -0.2 3.7 0.5 -0.149
F 4.161287 3.839583 6.837089 0.6 -0.4 -3.1 -0.097
H 1.420576 4.339342 5.126026 -0.7 -2.3 -0.3 0.089
H 1.837794 3.052461 3.772546 -1.3 0.5 2.2 0.086
H 0.087758 3.034461 4.475699 2.4 0.6 1.0 0.109
H 1.498188 -0.931090 6.307290 -0.1 2.0 -1.3 0.101
H 1.092123 -0.705489 4.491610 0.8 1.5 1.9 0.090
H 0.272515 0.381561 5.777146 2.7 -0.7 -0.6 0.146
H 5.444010 -0.789630 5.440526 -1.4 0.6 0.4 0.094
H 4.585538 -2.782380 5.655148 -1.4 1.7 -1.2 0.151
H 2.823439 -2.356474 5.359247 1.8 1.4 -0.5 0.136
H 4.422055 -3.671076 3.518491 -1.2 2.1 0.0 0.076
H 5.037418 -1.971690 3.024251 -2.9 0.4 0.6 -0.083
H 5.397088 -0.477075 9.354933 0.2 0.4 -2.5 0.084
H 6.536736 0.181207 8.006569 -2.0 -1.0 0.3 -0.033
H 5.488900 -1.471598 7.745381 0.6 2.1 0.8 0.031
H 2.944356 -0.817750 8.947325 -0.5 1.1 -1.0 0.070
H 6.840114 0.767196 5.928802 -1.6 2.1 -1.0 -0.016
H 6.150746 2.276817 6.771423 -0.4 -1.1 -2.4 0.135
H 8.754140 4.354090 5.707037 -1.4 -1.1 0.7 0.103
H 8.214904 3.340754 6.986040 -0.2 0.7 -0.9 0.081
H 9.581808 2.354497 5.444942 -1.5 -0.6 -0.8 0.083
H 9.085711 1.842401 3.946133 -0.5 -0.1 1.0 0.051
H 7.527649 2.982667 2.948685 -0.3 0.7 1.1 0.082
H 7.589621 4.477231 3.822264 -0.3 -1.5 0.1 0.102
H 5.488023 4.642523 5.380363 -1.9 -2.2 0.1 0.141
H 3.662502 4.830488 5.028510 1.6 -2.3 0.7 0.157
Al 6.406510 -3.110762 2.653137 1.6 -0.9 -0.5 0.896
B -4.487635 2.960254 -3.909851 -0.2 0.3 0.1 -1.021
O -5.021750 2.579941 -2.598232 -0.9 0.2 -0.2 0.183
C -6.334946 2.366154 -2.760609 0.2 -0.8 4.7 -0.496
O -7.089364 2.031406 -1.861669 0.9 0.5 -1.3 0.125
C -6.700965 2.589839 -4.134761 -2.0 0.6 -4.2 -0.475
O -7.820593 2.478312 -4.607141 1.3 0.2 0.7 0.109
O -5.619226 2.945223 -4.842252 -0.7 -0.2 0.7 0.209
O -3.867674 4.288186 -3.858385 1.0 -0.4 -0.3 0.246
C -2.587116 4.133575 -4.223046 -0.1 4.7 0.8 -0.387
O -1.779590 5.046257 -4.287716 -0.9 -1.3 0.0 0.135
C -2.326200 2.748901 -4.517855 1.7 -4.2 -1.1 -0.385
O -1.258214 2.279753 -4.876635 -1.3 0.7 0.5 0.135
O -3.441480 2.027084 -4.339901 1.0 0.9 -0.1 0.121
C -11.187647 1.315838 -5.362844 0.5 0.8 -0.4 -0.961
Cl -12.253913 2.207769 -6.454763 0.1 -0.1 0.1 0.534
Cl -12.105244 0.559270 -4.054865 0.4 -0.7 -0.6 0.794
H -10.668307 0.538663 -5.928810 -0.4 0.0 0.3 -0.025
H -10.459488 2.007807 -4.932519 -0.2 -0.1 0.1 0.034
F 7.065754 -2.388573 7.064030 1.4 1.6 -1.1 -0.648
F -11.751536 -1.184964 -5.357903 -0.3 0.1 0.5 -0.477
Mg 8.308273 -0.550856 6.695670 -0.7 -2.1 0.3 0.830
Cl 1.131482 -4.786241 0.980588 -2.2 -3.7 -2.3 0.168
Br -8.520865 -1.121686 -5.400220 0.2 -0.2 0.0 0.718
C -6.928923 -2.171147 -4.988602 -0.2 -0.1 0.0 -0.682
C -6.265462 -1.683842 -3.722029 0.2 0.2 0.0 -0.620
Br -5.259993 -0.042420 -4.038076 0.0 -1.4 -0.1 1.010
H -6.278647 -2.121720 -5.866279 -0.1 0.0 0.3 0.028
H -7.289041 -3.196528 -4.865886 0.1 0.2 0.0 0.060
H -5.524140 -2.408083 -3.371719 -0.1 0.1 -0.1 0.055
H -6.972144 -1.475489 -2.913857 0.1 -0.1 -0.3 0.061
Br -0.047345 -6.193179 -0.500024 1.1 1.5 1.7 0.178
C -4.080047 -2.889297 -9.190746 0.8 0.7 0.3 -0.051
C -5.080558 -3.781744 -8.437055 -0.5 1.2 0.1 -0.428
C -5.322461 -5.150224 -9.061586 -0.6 -1.0 0.0 -0.289
F -5.818634 -5.071921 -10.318642 0.1 -0.3 0.6 0.083
F -6.238800 -5.850083 -8.339189 0.2 0.3 0.2 0.090
F -6.245336 -3.097571 -8.270314 0.3 -0.5 -0.1 0.120
F -4.581412 -3.970762 -7.174500 0.1 -0.4 -0.4 0.097
O -4.640022 -1.927910 -10.090612 -0.8 -1.4 -1.2 0.038
C -4.973174 -2.425091 -11.385786 1.8 0.4 1.1 -0.476
C -6.482076 -2.409953 -11.664174 -1.0 0.0 0.0 -0.263
F -7.175185 -3.119500 -10.739254 0.3 0.5 -0.3 0.088
F -6.762842 -2.970635 -12.871021 0.5 0.1 0.1 0.091
F -4.416308 -3.649632 -11.546219 -0.3 0.6 -0.6 0.117
F -4.336762 -1.609737 -12.270040 -0.7 -0.2 0.2 0.137
H -3.573313 -2.282577 -8.429429 -0.4 -0.1 -0.1 0.155
H -3.275004 -3.468347 -9.657999 -0.4 -0.1 0.0 0.145
H -4.404283 -5.740368 -9.087539 0.2 0.1 0.0 0.173
H -6.870504 -1.386539 -11.662006 0.3 0.0 0.0 0.178
```
Positions in Å, forces in eV/Å.

**E_LUMO**: -5.7 eV
**Orbital gap**: 0.6 eV
**Calculated total energy**: -419681.1663 eV
**Charge**: 0

---

> What is the formula in the second record?

C28H35AlBBr3Cl3F24MgN6O12PS2